[1]
Entry from the OMol25 dataset: an isolated molecule of C23H23N3O in a non-equilibrium geometry (wB97M-V/def2-TZVPD).

Its SMILES is C1=Cc2c(cnn2-c2ccccc2)C2(CCN(Cc3ccccc3)CC2)O1. The LUMO energy comes out at 0.4 eV. The calculation puts the max |F| at 4.246 eV/Å. The molar mass is 357.46 u. The energy above the lowest of the compared OMol25 structures with the same formula, charge and spin comes out at 129.0 kcal per mole. For the calculated total energy, the calculation gives -1129.5892 Ha. The value obtained for the gap between HOMO and LUMO is 8.47 eV. The calculation puts the HOMO energy at -8.0785 eV.

Structure (XYZ):
```
50
C23H23N3O wB97M-V/def2-TZVPD
C 0.237 1.917 -0.549
C -0.295 2.544 0.498
C -1.107 1.926 1.542
C -1.099 0.532 1.362
C -1.995 0.049 2.411
N -2.348 1.021 3.146
N -1.819 2.215 2.689
C -2.143 3.446 3.188
C -1.334 4.635 3.044
C -1.694 5.836 3.698
C -2.850 5.889 4.556
C -3.585 4.698 4.762
C -3.115 3.519 4.185
C -0.234 -0.170 0.264
C -1.253 -1.292 -0.099
C -0.632 -2.173 -1.178
N 0.705 -2.715 -0.885
C 1.200 -3.868 -1.687
C 1.783 -3.607 -3.112
C 2.692 -4.483 -3.626
C 3.475 -4.247 -4.686
C 3.285 -3.065 -5.419
C 2.407 -2.165 -4.978
C 1.734 -2.370 -3.767
C 1.787 -1.654 -0.489
C 1.138 -0.782 0.670
O -0.027 0.643 -0.863
H 1.117 2.347 -0.994
H 0.080 3.487 0.743
H -2.148 -0.981 2.752
H -0.484 4.704 2.315
H -1.036 6.683 3.653
H -3.068 6.839 5.046
H -4.441 4.671 5.444
H -3.629 2.678 4.459
H -2.253 -0.865 -0.346
H -1.373 -1.858 0.789
H -0.339 -1.454 -1.985
H -1.294 -2.984 -1.550
H 0.361 -4.533 -1.869
H 1.885 -4.417 -1.068
H 3.053 -5.330 -3.023
H 3.929 -5.107 -5.093
H 3.793 -2.864 -6.412
H 2.176 -1.147 -5.427
H 1.208 -1.600 -3.264
H 2.746 -2.183 -0.128
H 2.046 -0.924 -1.283
H 0.887 -1.422 1.536
H 1.867 -0.018 1.030
```



[2]
Entry from the OMol25 dataset: a cluster of 2 separate species, C3H6O2S in total in a non-equilibrium geometry (wB97M-V/def2-TZVPD).

The LUMO energy comes out at 0.5 eV. The calculation puts the max |F| at 6.607 eV/Å. The molar mass is 106.15 u. The energy above the lowest of the compared OMol25 structures with the same formula, charge and spin comes out at 94.3 kcal per mole. For the calculated total energy, the calculation gives -666.4438 Ha. The value obtained for the gap between HOMO and LUMO is 8.67 eV. The calculation puts the HOMO energy at -8.2004 eV.

Structure (XYZ):
```
12
C3H6O2S wB97M-V/def2-TZVPD
C 0.836 -1.568 -0.404
C 0.025 1.186 0.349
C -0.691 0.107 -0.357
O 1.734 -1.562 0.401
O 1.020 1.672 -0.425
S -2.221 -0.590 0.025
H 0.475 -2.239 -1.083
H 0.271 0.885 1.399
H -0.753 2.026 0.617
H -0.597 0.396 -1.364
H 1.816 1.182 -0.194
H -1.913 -1.495 1.035
```



[3]
Entry from the OMol25 dataset: a cluster of 12 separate species, C14H52N20O14 in total in a non-equilibrium geometry (wB97M-V/def2-TZVPD).

Its SMILES is NC(N)=O.NC(N)=O.NC(N)=O.NC(N)=O.NC(N)=O.NC(N)=O.NC(N)=O.NC(N)=O.NC(N)=O.NC(N)=O.OCCO.OCCO. The LUMO energy comes out at -0.3 eV. The calculation puts the max |F| at 3.968 eV/Å. The molar mass is 724.70 u. The energy above the lowest of the compared OMol25 structures with the same formula, charge and spin comes out at 53.4 kcal per mole. For the calculated total energy, the calculation gives -2713.4568 Ha. The value obtained for the gap between HOMO and LUMO is 8.92 eV. The calculation puts the HOMO energy at -9.1861 eV.

Structure (XYZ):
```
100
C14H52N20O14 wB97M-V/def2-TZVPD
N -18.383 4.606 0.762
C -17.434 4.116 1.626
N -17.895 4.071 2.925
O -16.316 3.762 1.307
H -19.325 4.557 1.102
H -18.060 4.944 -0.123
H -18.830 4.397 3.080
H -17.365 3.617 3.642
N -22.307 7.882 6.751
C -22.020 8.152 5.425
N -20.730 7.834 5.087
O -22.820 8.709 4.690
H -23.283 8.079 6.905
H -21.816 7.174 7.262
H -20.265 7.419 5.873
H -20.361 7.907 4.155
N -16.747 6.014 -3.804
C -16.487 5.645 -2.506
N -16.264 4.315 -2.331
O -16.517 6.473 -1.601
H -17.016 6.959 -3.999
H -16.530 5.368 -4.541
H -16.419 3.912 -1.421
H -15.951 3.730 -3.083
N -21.845 4.597 3.240
C -21.096 5.592 2.669
N -19.791 5.650 3.057
O -21.580 6.441 1.923
H -22.776 4.543 2.866
H -21.565 4.127 4.078
H -19.188 6.304 2.573
H -19.470 4.906 3.647
N -21.723 12.608 1.524
C -21.573 12.108 2.785
N -22.446 11.110 3.104
O -20.829 12.574 3.639
H -21.072 13.303 1.207
H -22.307 12.172 0.834
H -23.051 10.664 2.436
H -22.319 10.608 3.967
N -16.995 11.573 2.222
C -15.960 11.521 1.332
N -15.211 10.366 1.380
O -15.736 12.417 0.539
H -17.274 10.803 2.799
H -17.609 12.364 2.142
H -15.412 9.613 2.013
H -14.784 10.098 0.504
N -15.615 9.366 -2.038
C -14.260 9.246 -2.106
N -13.830 8.631 -3.256
O -13.508 9.649 -1.233
H -16.167 8.939 -2.754
H -15.991 9.791 -1.211
H -14.505 7.988 -3.639
H -12.861 8.430 -3.410
N -19.630 5.458 -2.576
C -20.544 5.052 -1.650
N -20.847 6.005 -0.711
O -20.919 3.897 -1.482
H -19.228 6.377 -2.608
H -19.174 4.637 -2.940
H -20.340 6.864 -0.555
H -21.432 5.776 0.075
N -24.502 8.035 1.480
C -23.956 8.801 0.501
N -22.592 8.816 0.492
O -24.590 9.539 -0.250
H -23.861 7.648 2.153
H -25.457 8.208 1.732
H -22.143 9.481 -0.105
H -22.069 8.191 1.092
N -22.100 8.587 -2.558
C -20.811 8.960 -2.689
N -20.649 10.235 -3.189
O -19.884 8.249 -2.332
H -22.821 9.206 -2.880
H -22.321 7.721 -2.096
H -19.720 10.613 -3.148
H -21.372 10.791 -3.603
O -19.455 10.074 2.076
C -19.078 10.148 0.718
C -18.061 9.147 0.258
O -18.419 7.786 0.510
H -20.204 10.677 2.180
H -19.976 10.141 0.093
H -18.565 11.102 0.525
H -17.067 9.357 0.680
H -17.869 9.306 -0.810
H -17.719 7.258 0.102
O -13.207 6.600 -1.007
C -13.079 6.522 0.424
C -14.466 6.358 1.029
O -15.384 7.404 0.734
H -13.318 7.541 -1.189
H -12.480 5.659 0.714
H -12.588 7.432 0.778
H -14.368 6.459 2.121
H -14.855 5.352 0.859
H -15.641 7.255 -0.193
```



[4]
Entry from the OMol25 dataset: a structure of composition C15H11AuFN3 (wB97M-V/def2-TZVPD).

As for the multiplicity: 3. Its expectation value of S² is 2.012. The LUMO energy (alpha / beta) comes out at -7.9 / -11.2 eV. The calculation puts the max |F| at 0.249 eV/Å. The molar mass is 449.24 u. Its total charge is +2. The energy above the lowest of the compared OMol25 structures with the same formula, charge and spin comes out at 0.0 kcal per mole. For the calculated total energy, the calculation gives -977.3538 Ha. The value obtained for the gap between HOMO and LUMO (alpha / beta) is 8.36 / 5.09 eV. The calculation puts the HOMO energy (alpha / beta) at -16.3103 / -16.2973 eV.

Structure (XYZ):
```
31
C15H11AuFN3 wB97M-V/def2-TZVPD
Au 0.120 -0.214 0.416
C -0.180 3.802 2.087
C -1.404 3.785 2.734
C -2.215 2.658 2.652
C -1.780 1.571 1.928
N -0.579 1.606 1.316
C 0.211 2.681 1.378
C -2.547 0.330 1.705
C -3.826 0.081 2.161
C -4.438 -1.112 1.802
C -3.782 -2.013 0.977
C -2.500 -1.716 0.552
N -1.917 -0.577 0.945
C -1.700 -2.553 -0.369
C -2.107 -3.764 -0.891
C -1.281 -4.424 -1.796
C -0.070 -3.866 -2.163
C 0.307 -2.656 -1.600
N -0.510 -2.054 -0.742
H 0.473 4.662 2.124
H -1.734 4.647 3.298
H -3.176 2.639 3.147
H 1.161 2.638 0.858
H -4.345 0.802 2.775
H -5.438 -1.331 2.152
H -4.271 -2.925 0.670
H -3.059 -4.189 -0.609
H -1.592 -5.373 -2.210
H 0.595 -4.352 -2.863
H 1.252 -2.179 -1.817
F 1.874 -0.800 -0.085
```



[5]
Entry from the OMol25 dataset: a cluster of 2 separate species, C4H8O2 in total in a non-equilibrium geometry (wB97M-V/def2-TZVPD).

Its SMILES is C=CC(=C)O.O. The LUMO energy comes out at 0.6 eV. The calculation puts the max |F| at 1.599 eV/Å. The molar mass is 88.11 u. The energy above the lowest of the compared OMol25 structures with the same formula, charge and spin comes out at 57.7 kcal per mole. For the calculated total energy, the calculation gives -307.6205 Ha. The value obtained for the gap between HOMO and LUMO is 9.35 eV. The calculation puts the HOMO energy at -8.7061 eV.

Structure (XYZ):
```
14
C4H8O2 wB97M-V/def2-TZVPD
C -0.115 -1.261 -0.192
C -1.214 -0.507 -0.097
C -1.299 0.947 -0.261
C -2.405 1.513 -0.763
O -0.278 1.656 0.318
H 0.767 -0.748 -0.578
H -0.003 -2.267 0.174
H -2.177 -1.006 -0.001
H -2.459 2.555 -1.042
H -3.092 0.885 -1.317
H 0.532 1.234 0.051
O 3.775 -1.805 0.732
H 4.424 -2.225 0.168
H 4.250 -1.083 1.175
```



[6]
Entry from the OMol25 dataset: a cluster of 2 separate species, C49H47N2O2 in total in a non-equilibrium geometry (wB97M-V/def2-TZVPD).

The LUMO energy comes out at -5.8 eV. The calculation puts the max |F| at 5.345 eV/Å. The molar mass is 695.93 u. Its total charge is +1. For the calculated total energy, the calculation gives -2155.0395 Ha. The value obtained for the gap between HOMO and LUMO is 2.01 eV. The calculation puts the HOMO energy at -7.7907 eV.

Structure (XYZ):
```
100
C49H47N2O2 wB97M-V/def2-TZVPD
C -6.596 2.435 -3.748
C -5.187 2.570 -3.260
C -4.124 2.615 -4.159
C -2.803 2.797 -3.741
C -1.798 3.137 -4.796
C -2.527 2.745 -2.355
N -1.180 2.821 -1.835
C -0.193 1.892 -1.936
C -0.128 0.955 -3.033
C -0.964 -0.240 -2.992
C -1.076 -0.858 -4.346
C -1.970 -0.458 -1.974
C -1.787 -0.313 -0.570
C -2.882 -0.468 0.278
C -4.168 -0.718 -0.232
C -4.335 -0.887 -1.607
C -3.243 -0.847 -2.451
O 0.615 1.210 -4.019
N 0.965 2.421 -1.450
C 2.289 1.956 -1.749
C 2.648 0.597 -1.614
C 1.754 -0.402 -0.960
C 3.887 0.172 -2.108
C 4.855 1.089 -2.517
C 6.254 0.633 -2.802
C 4.483 2.425 -2.644
C 3.193 2.862 -2.328
C 2.805 4.252 -2.710
C 0.616 3.601 -0.800
C -0.677 3.843 -1.032
C -3.588 2.782 -1.434
C -3.353 2.904 0.036
C -4.900 2.714 -1.907
H -7.288 2.335 -2.908
H -6.908 3.309 -4.335
H -6.713 1.561 -4.398
H -4.328 2.559 -5.230
H -0.964 3.742 -4.422
H -1.399 2.243 -5.294
H -2.312 3.722 -5.576
H -1.554 -1.841 -4.311
H -1.668 -0.204 -5.019
H -0.078 -0.949 -4.790
H -0.788 -0.149 -0.157
H -2.740 -0.382 1.356
H -5.017 -0.847 0.451
H -5.318 -1.058 -2.033
H -3.379 -1.051 -3.512
H 2.356 -1.273 -0.693
H 1.300 -0.020 -0.038
H 0.968 -0.777 -1.632
H 4.108 -0.899 -2.118
H 6.916 1.492 -2.936
H 6.645 0.023 -1.979
H 6.307 0.019 -3.709
H 5.208 3.151 -3.019
H 3.684 4.722 -3.165
H 2.001 4.277 -3.461
H 2.516 4.867 -1.851
H 1.348 4.190 -0.284
H -1.307 4.667 -0.766
H -4.299 2.695 0.555
H -2.622 2.172 0.405
H -3.037 3.922 0.318
H -5.718 2.757 -1.186
C -1.792 -1.219 8.542
C -1.923 -2.391 7.789
C -0.799 -3.169 7.498
C 0.451 -2.731 7.944
O 1.625 -3.383 7.509
C 2.089 -3.185 6.207
C 2.792 -2.018 5.887
C 2.959 -1.658 4.564
C 2.446 -2.459 3.490
C 2.494 -2.037 2.122
C 2.482 -2.982 1.031
C 3.568 -3.062 0.099
C 3.474 -3.883 -1.026
C 2.293 -4.612 -1.269
C 1.236 -4.577 -0.338
C 1.334 -3.785 0.804
C 1.943 -3.752 3.875
C 1.722 -4.084 5.202
C 0.582 -1.630 8.796
C -0.542 -0.840 9.043
H -2.670 -0.607 8.747
H -2.897 -2.709 7.414
H -0.859 -4.075 6.893
H 3.135 -1.391 6.706
H 3.501 -0.734 4.333
H 2.734 -0.995 1.898
H 4.472 -2.480 0.298
H 4.302 -3.940 -1.743
H 2.161 -5.139 -2.221
H 0.322 -5.154 -0.500
H 0.533 -3.738 1.543
H 1.688 -4.486 3.109
H 1.209 -5.004 5.468
H 1.567 -1.374 9.187
H -0.435 0.074 9.631
```